Record 1
Below is a structure of composition C30H19N9PdS, with properties calculated with ωB97M-V with the def2-TZVPD basis set.

Computed properties:
Total charge: 0
LUMO energy: -1.99 eV
Highest occupied orbital energy: -7.9 eV

Last column: Mulliken charge in e.
Geometry (Å):
Pd (2.23, -0.35, -0.17)  0.989
N (-5.77, -6.51, 1.28)  -0.510
C (-4.87, -5.84, 1.01)  -0.161
C (-3.75, -5.01, 0.66)  0.612
C (-3.38, -4.86, -0.67)  -0.839
C (-2.31, -4.04, -1.00)  -0.130
C (-1.60, -3.37, -0.01)  -0.083
C (-1.97, -3.54, 1.32)  0.188
C (-3.04, -4.35, 1.66)  -1.013
C (-0.46, -2.45, -0.37)  2.269
C (-1.90, -0.33, 0.35)  0.952
C (-3.11, 0.36, -1.67)  -0.617
C (-2.05, 1.55, -1.64)  0.052
C (-0.58, 1.43, -1.48)  -1.366
N (-0.24, 1.13, -0.03)  1.108
C (0.89, -3.01, 0.02)  -0.996
C (1.16, -4.28, 0.48)  -0.106
C (2.57, -4.37, 0.64)  -1.175
C (3.09, -3.15, 0.29)  -0.577
N (2.07, -2.32, -0.11)  -0.379
H (-3.93, -5.38, -1.44)  0.479
H (-2.01, -3.93, -2.03)  0.454
H (-1.40, -3.04, 2.10)  0.538
H (-3.33, -4.48, 2.70)  0.457
H (-3.51, -0.05, -2.59)  0.452
H (-2.32, 2.26, -2.42)  0.806
H (0.13, 1.00, -2.17)  0.399
H (0.44, -5.06, 0.65)  0.527
H (3.14, -5.22, 0.98)  0.406
H (4.10, -2.80, 0.28)  0.436
N (0.35, 3.25, 0.91)  -0.060
C (1.13, 4.43, 0.69)  0.415
C (0.52, 5.66, 0.63)  -0.610
C (1.29, 6.80, 0.41)  -0.660
C (2.65, 6.68, 0.21)  -0.607
C (3.25, 5.43, 0.23)  -0.628
C (2.49, 4.30, 0.49)  0.565
S (3.29, 2.73, 0.64)  -0.234
N (1.99, 1.71, 0.19)  -0.424
C (0.79, 2.08, 0.40)  0.535
C (-1.63, 1.01, 0.53)  -0.735
C (-2.62, 1.85, -0.21)  -0.370
C (-3.82, 0.91, -0.46)  -0.911
C (-3.18, -0.44, -0.37)  -0.809
C (-0.70, -1.05, 0.11)  -1.549
N (0.30, -0.23, 0.08)  -0.391
H (-0.65, 3.36, 1.00)  0.202
H (-0.56, 5.75, 0.77)  0.341
H (0.81, 7.77, 0.38)  0.378
H (3.26, 7.56, 0.02)  0.389
H (4.32, 5.32, 0.05)  0.499
H (-2.80, 2.88, 0.08)  0.716
H (-4.86, 1.12, -0.29)  0.386
H (-3.79, -1.33, -0.38)  0.704
H (-0.46, -2.32, -1.47)  0.259
N (7.46, 2.73, -0.40)  -0.568
C (6.96, 1.71, -0.23)  0.575
N (6.45, 0.51, 0.02)  -0.676
C (5.27, 0.13, -0.23)  0.639
N (4.20, -0.28, -0.44)  -0.543

---

Record 2
Below is a structure of composition C30H20AlN5O7S2, with properties calculated with ωB97M-V with the def2-TZVPD basis set.

Computed properties:
Total charge: -2
LUMO energy: 3.56 eV
Highest occupied orbital energy: 0.1 eV

Last column: Mulliken charge in e.
Geometry (Å):
Al (0.90, 0.70, -0.54)  0.227
C (3.41, 2.59, 3.90)  -0.801
S (4.39, 1.75, 2.63)  -0.086
C (3.17, 1.28, 1.44)  0.800
S (1.51, 1.38, 1.77)  -0.573
N (3.74, 0.80, 0.35)  -1.830
N (2.91, 0.50, -0.64)  1.460
C (3.37, -0.05, -1.71)  -0.911
C (2.42, -0.32, -2.74)  1.150
C (2.71, -0.92, -3.97)  -1.064
C (1.69, -1.19, -4.85)  -0.154
C (0.38, -0.85, -4.51)  -0.973
C (0.17, -0.22, -3.30)  -0.070
N (1.15, 0.05, -2.45)  0.549
H (4.07, 2.72, 4.76)  0.338
H (2.56, 1.97, 4.15)  0.264
H (3.08, 3.55, 3.52)  0.258
H (4.42, -0.30, -1.80)  0.387
H (3.74, -1.17, -4.20)  0.439
H (1.90, -1.67, -5.80)  0.400
H (-0.44, -1.06, -5.17)  0.443
H (-0.83, 0.07, -2.98)  0.555
O (-2.77, 1.83, -1.49)  -0.718
C (-1.65, 1.96, -1.03)  0.091
O (-0.88, 1.00, -0.64)  -0.245
C (-1.06, 3.35, -0.91)  0.838
C (-1.90, 4.42, -0.86)  -0.424
C (-1.41, 5.73, -0.81)  -0.505
C (-0.04, 5.94, -0.83)  -0.316
C (0.83, 4.87, -0.87)  -0.367
C (0.37, 3.52, -0.91)  0.313
O (1.17, 2.53, -0.98)  -0.127
N (2.24, 5.19, -0.88)  0.925
O (3.04, 4.38, -0.45)  -0.527
O (2.57, 6.29, -1.31)  -0.665
N (-2.30, 6.84, -0.72)  1.033
O (-3.50, 6.63, -0.68)  -0.658
O (-1.83, 7.97, -0.69)  -0.673
H (-2.97, 4.24, -0.87)  0.580
H (0.36, 6.95, -0.81)  0.588
C (0.63, -1.17, 0.08)  -1.279
C (-0.08, -2.06, 0.54)  0.481
C (-0.91, -3.07, 1.08)  -0.692
C (-0.65, -3.52, 2.43)  0.394
C (-1.16, -4.73, 2.95)  -0.489
C (-0.93, -5.12, 4.26)  -0.595
C (-0.15, -4.33, 5.10)  -0.430
C (0.42, -3.17, 4.59)  -0.539
C (0.18, -2.77, 3.29)  -0.540
C (-2.03, -3.49, 0.27)  0.292
C (-1.98, -3.38, -1.14)  -0.547
C (-3.06, -3.72, -1.93)  -0.448
C (-4.23, -4.22, -1.37)  -0.458
C (-4.32, -4.32, 0.01)  -0.554
C (-3.25, -3.96, 0.82)  -0.435
H (-1.72, -5.39, 2.29)  0.543
H (-1.36, -6.04, 4.62)  0.326
H (0.01, -4.63, 6.13)  0.332
H (1.05, -2.56, 5.23)  0.348
H (0.61, -1.85, 2.92)  0.421
H (-1.08, -2.99, -1.58)  0.372
H (-2.98, -3.61, -3.01)  0.329
H (-5.08, -4.47, -2.00)  0.334
H (-5.23, -4.68, 0.47)  0.342
H (-3.37, -3.99, 1.89)  0.538

---

Record 3
Below is a structure of composition C30H20F12N3NaO2Se2, with properties calculated with ωB97M-V with the def2-TZVPD basis set.

Computed properties:
Total charge: -2
LUMO energy: 3.80 eV
Highest occupied orbital energy: -0.6 eV

Last column: Mulliken charge in e.
Geometry (Å):
Na (-1.14, -1.01, -0.56)  1.013
C (4.74, -2.35, 3.41)  -1.752
C (3.69, -1.67, 2.56)  0.451
C (4.03, -0.87, 1.48)  -0.956
C (3.05, -0.29, 0.70)  -0.138
C (1.65, -0.46, 0.92)  -0.402
N (0.77, 0.07, 0.05)  0.999
C (1.09, 1.23, -0.60)  -0.799
C (1.54, 2.34, 0.16)  0.216
C (1.80, 3.58, -0.37)  -1.067
C (1.63, 3.80, -1.73)  0.584
C (1.87, 5.16, -2.35)  -1.681
C (1.21, 2.73, -2.51)  -0.132
C (0.92, 1.46, -2.00)  -0.732
C (0.46, 0.31, -2.96)  1.710
O (-0.64, -0.35, -2.58)  -1.094
C (1.68, -0.66, -3.13)  0.406
F (1.86, -1.44, -2.07)  -0.177
F (2.86, -0.03, -3.35)  -0.327
F (1.52, -1.51, -4.19)  -0.325
C (0.15, 0.85, -4.41)  0.060
F (1.22, 1.34, -5.12)  -0.313
F (-0.38, -0.09, -5.20)  -0.284
F (-0.76, 1.85, -4.39)  -0.174
C (1.31, -1.29, 2.05)  -0.716
C (2.34, -1.84, 2.81)  -0.715
C (-0.17, -1.49, 2.50)  1.786
O (-1.11, -1.45, 1.57)  -0.732
C (-0.35, -2.89, 3.24)  0.390
F (0.09, -3.89, 2.45)  -0.302
F (0.25, -3.07, 4.45)  -0.311
F (-1.65, -3.14, 3.48)  -0.258
C (-0.45, -0.39, 3.59)  0.434
F (-0.35, 0.84, 3.05)  -0.154
F (-1.69, -0.47, 4.11)  -0.308
F (0.39, -0.39, 4.65)  -0.332
H (5.68, -1.79, 3.40)  0.377
H (4.96, -3.37, 3.05)  0.280
H (4.41, -2.45, 4.45)  0.366
H (5.08, -0.70, 1.23)  0.285
H (3.35, 0.31, -0.15)  0.357
H (1.66, 2.17, 1.23)  0.509
H (2.13, 4.38, 0.28)  0.243
H (2.73, 5.66, -1.88)  0.392
H (1.01, 5.83, -2.23)  0.226
H (2.08, 5.07, -3.42)  0.388
H (1.11, 2.92, -3.57)  0.325
H (2.08, -2.44, 3.67)  0.474
Se (-3.64, -0.01, -2.92)  0.004
Se (-5.37, -0.87, -1.66)  -0.224
C (-4.44, -2.20, -0.59)  0.425
C (-5.14, -2.70, 0.50)  -0.600
C (-4.52, -3.65, 1.30)  -0.342
C (-3.24, -4.06, 0.98)  -0.572
C (-2.63, -3.49, -0.12)  -0.084
N (-3.21, -2.57, -0.90)  -0.351
C (-2.96, 1.26, -1.63)  0.346
C (-2.59, 2.54, -2.03)  -0.476
C (-1.98, 3.36, -1.10)  -0.116
C (-1.79, 2.89, 0.19)  -0.605
C (-2.21, 1.60, 0.50)  -0.371
N (-2.80, 0.81, -0.40)  -0.105
H (-6.13, -2.33, 0.73)  0.310
H (-5.03, -4.03, 2.17)  0.353
H (-2.69, -4.75, 1.61)  0.394
H (-1.61, -3.76, -0.38)  0.524
H (-2.74, 2.85, -3.05)  0.400
H (-1.63, 4.34, -1.39)  0.309
H (-1.27, 3.48, 0.93)  0.397
H (-2.04, 1.16, 1.47)  0.293

---

Record 4
Below is a structure of composition C30H21Br2N5O3S2Zn, with properties calculated with ωB97M-V with the def2-TZVPD basis set.

Computed properties:
Total charge: 0
LUMO energy: -0.57 eV
Highest occupied orbital energy: -7.3 eV

Last column: Mulliken charge in e.
Geometry (Å):
Zn (0.95, -0.39, -0.16)  0.870
O (2.42, -0.47, 1.30)  -0.449
N (3.69, -0.51, 0.96)  0.263
C (4.60, -0.50, 1.95)  -0.185
C (5.95, -0.54, 1.70)  -0.687
C (6.39, -0.59, 0.38)  -0.211
C (5.45, -0.61, -0.63)  -0.898
C (4.08, -0.58, -0.34)  0.513
S (2.92, -0.66, -1.58)  -0.562
H (4.18, -0.45, 2.94)  0.390
H (6.64, -0.52, 2.53)  0.404
H (7.44, -0.61, 0.15)  0.383
H (5.73, -0.66, -1.67)  0.426
Br (-2.13, 2.98, 5.12)  -0.169
C (-1.33, 2.05, 3.68)  -0.372
C (-0.67, 2.71, 2.66)  -1.108
C (-0.09, 1.94, 1.67)  -1.184
N (-0.18, 0.62, 1.61)  0.758
C (-0.81, -0.02, 2.59)  0.700
C (-1.39, 0.66, 3.66)  -0.757
C (-0.76, -1.49, 2.58)  0.592
C (-1.49, -2.25, 3.50)  -0.915
C (-1.28, -3.61, 3.55)  -0.110
Br (-2.22, -4.67, 4.83)  -0.173
C (-0.36, -4.20, 2.70)  -1.024
C (0.29, -3.36, 1.81)  -0.509
N (0.08, -2.06, 1.72)  0.380
H (-0.59, 3.79, 2.65)  0.585
H (0.49, 2.41, 0.88)  1.137
H (-1.86, 0.14, 4.48)  0.406
H (-2.21, -1.80, 4.17)  0.476
H (-0.17, -5.26, 2.73)  0.436
H (1.04, -3.76, 1.15)  0.827
O (0.58, 2.72, -3.06)  -0.700
S (0.32, 2.34, -1.70)  1.127
O (1.34, 2.69, -0.74)  -0.760
N (-0.01, 0.77, -1.49)  0.583
C (-0.75, 0.13, -2.44)  1.481
C (-1.51, 0.76, -3.42)  -0.921
C (-2.19, 0.03, -4.39)  -1.162
C (-2.15, -1.34, -4.42)  -0.894
C (-1.41, -2.03, -3.44)  0.707
C (-1.28, -3.43, -3.44)  -0.646
C (-0.50, -4.03, -2.49)  -1.207
C (0.11, -3.23, -1.52)  0.172
N (-0.02, -1.92, -1.46)  0.170
C (-0.73, -1.30, -2.42)  -0.465
C (-1.22, 3.14, -1.17)  0.480
C (-1.45, 4.47, -1.49)  -0.663
C (-2.62, 5.08, -1.07)  -0.701
C (-3.54, 4.37, -0.32)  -0.536
C (-3.32, 3.04, -0.02)  -0.721
C (-2.15, 2.42, -0.45)  0.263
H (-1.55, 1.84, -3.45)  0.384
H (-2.76, 0.57, -5.13)  0.405
H (-2.66, -1.90, -5.19)  0.393
H (-1.77, -4.00, -4.20)  0.432
H (-0.34, -5.09, -2.48)  0.401
H (0.74, -3.68, -0.77)  0.330
H (-0.71, 4.99, -2.08)  0.449
H (-2.80, 6.11, -1.32)  0.420
H (-4.45, 4.85, 0.02)  0.412
H (-4.05, 2.47, 0.54)  0.472
H (-1.97, 1.38, -0.24)  0.057